Entry 1:
Formula: C4H8N2O
Source: OMol25
Level of theory: ωB97M-V/def2-TZVPD

Electronic energy (eV): -9302.309
Frontier orbital gap (hartree): 0.367
Energy above the lowest of the compared OMol25 structures with the same formula, charge and spin (eV): 4.0845
Charge: 0
Highest occupied orbital energy (eV): -9.182

Geometry (Å):
C1 1.0679 1.2328 0.6795
C2 -0.8220 -0.6641 -1.1522
C3 -0.1064 -1.3172 -2.3854
N1 -0.2390 -1.8132 -1.0628
C4 -0.3950 1.3152 1.0770
O1 -1.1372 2.1779 0.6548
N2 -0.8276 0.3413 1.9431
H1 1.4571 0.2103 0.7197
H2 1.1563 1.6123 -0.3404
H3 1.6762 1.8700 1.3323
H4 -0.7184 -1.7720 -3.1642
H5 0.8707 -0.9413 -2.6855
H6 -0.0156 -2.5677 -0.4308
H7 -0.1818 -0.1146 2.5660
H8 -1.7851 0.4302 2.2488

Entry 2:
Formula: C38H33AsF6N4O6SY
Source: OMol25
Level of theory: ωB97M-V/def2-TZVPD

Electronic energy (eV): -147218.724
Frontier orbital gap (spin up / spin down) (hartree): 0.206 / 0.181
Energy above the lowest of the compared OMol25 structures with the same formula, charge and spin (eV): 2.9557
Charge: -2
Highest occupied orbital energy (spin up / spin down) (eV): -1.929 / -1.909
Multiplicity: 2

Geometry (Å):
Y1 0.9536 0.4170 0.7412
O1 0.9358 -0.0689 2.9133
C1 0.8554 0.4699 4.0729
C2 1.4257 -0.1582 5.2138
C3 1.3104 0.3926 6.4671
C4 0.6113 1.5939 6.6818
C5 0.0580 2.2226 5.5892
C6 0.1820 1.7023 4.2933
C7 -0.4129 2.4681 3.2096
N1 -0.2640 2.2950 1.9571
C8 -1.0245 3.2357 1.1090
C9 -1.0439 2.7645 -0.3366
N2 0.3126 2.4289 -0.7018
C10 0.7793 2.8848 -1.7950
C11 2.1386 2.7189 -2.2417
C12 2.5172 3.2678 -3.4748
C13 3.8200 3.2286 -3.9174
C14 4.7833 2.6316 -3.0780
C15 4.4474 2.0847 -1.8653
C16 3.0932 2.0751 -1.3965
O2 2.7920 1.5283 -0.2920
H1 1.9705 -1.0770 5.0458
H2 1.7784 -0.1098 7.3074
H3 0.5163 2.0143 7.6745
H4 -0.4783 3.1601 5.7146
H5 -1.0588 3.2904 3.5460
H6 -0.5319 4.2110 1.1495
H7 -2.0502 3.3405 1.4723
H8 -1.4883 3.5435 -0.9693
H9 -1.6673 1.8672 -0.4330
H10 0.1267 3.4834 -2.4446
H11 1.7461 3.7285 -4.0883
H12 4.0979 3.6494 -4.8758
H13 5.8200 2.5975 -3.4002
H14 5.1900 1.6242 -1.2263
C17 -7.7559 -3.7138 2.5345
C18 -6.6650 -2.7775 2.0842
C19 -6.5619 -1.4937 2.6148
C20 -5.5743 -0.6220 2.1822
C21 -4.6769 -1.0421 1.2095
C22 -4.7588 -2.3168 0.6669
C23 -5.7532 -3.1740 1.1102
S1 -3.4488 0.0855 0.6191
O3 -4.0032 1.4076 0.7478
O4 -3.0526 -0.3792 -0.6790
N3 -2.1509 0.0377 1.6163
C24 -1.9133 -1.1649 2.2708
C25 -1.0612 -2.2236 1.2338
O5 -1.6495 -3.2778 1.1085
O6 -0.0099 -1.7523 0.8090
H15 -8.1483 -3.4223 3.5093
H16 -7.3888 -4.7386 2.6059
H17 -8.5888 -3.7121 1.8269
H18 -7.2631 -1.1735 3.3777
H19 -5.4952 0.3813 2.5815
H20 -4.0350 -2.6295 -0.0738
H21 -5.8129 -4.1757 0.6989
H22 -2.7992 -1.7151 2.5712
H23 -1.2022 -1.0428 3.0878
F1 2.8540 -1.0262 0.7523
As1 4.0968 -0.4944 1.9306
F2 3.1582 0.9680 2.2135
F3 5.0179 0.3700 0.7654
F4 5.1806 -0.0177 3.1756
F5 5.0320 -1.8800 1.5210
F6 3.2604 -1.4484 3.0964
N4 0.9507 -0.3173 -1.3695
C26 1.2830 -0.7296 -2.4960
C27 0.5218 -0.2509 -3.7297
C28 1.1409 -0.0364 -4.9589
C29 0.4234 0.4675 -6.0396
C30 -0.9307 0.7508 -5.9073
C31 -1.5533 0.5493 -4.6782
C32 -0.8297 0.0620 -3.5990
C33 2.4355 -1.6791 -2.7493
C34 2.2737 -2.7949 -3.5689
C35 3.3133 -3.6969 -3.7584
C36 4.5377 -3.4863 -3.1327
C37 4.7058 -2.3759 -2.3136
C38 3.6610 -1.4805 -2.1247
H24 2.2013 -0.2429 -5.0594
H25 0.9245 0.6429 -6.9857
H26 -1.4958 1.1280 -6.7528
H27 -2.6075 0.7775 -4.5593
H28 -1.2892 -0.0738 -2.6251
H29 1.3174 -2.9599 -4.0553
H30 3.1665 -4.5679 -4.3886
H31 5.3497 -4.1915 -3.2721
H32 5.6440 -2.2095 -1.7971
H33 3.7835 -0.6272 -1.4690

Q: Which formula does entry 1 have?
A: C4H8N2O